Here is a gas-phase ion, C7H11N2 (charge +1) at a distorted geometry from OMol25. Energies are from ωB97M-V with the def2-TZVPD basis set.

## Properties
net charge: +1
2S+1: 1
energy above the lowest of the compared OMol25 structures with the same formula, charge and spin: 7.406 eV
LUMO: -5.0 eV
E_HOMO: -13.55 eV

```
20
Properties=species:S:1:pos:R:3:forces:R:3:mulliken_charge:R:1
C 1.836563 0.531806 -1.574855 2.293 1.243 3.792 0.742
H -1.595018 -1.732060 1.025918 -0.330 0.373 -0.609 0.308
C -2.147844 -0.999169 0.395457 -0.914 -0.533 0.694 -0.925
H -2.411011 1.076110 0.096809 1.237 -0.102 0.049 0.352
H 0.192092 1.389831 -0.243655 -0.132 1.675 0.532 0.426
C 0.953551 0.096479 -2.433973 -4.242 0.166 3.274 -0.733
C -1.648218 0.421193 0.586099 -0.220 0.901 0.377 -0.419
H 0.809915 -1.175719 0.143190 0.383 -1.206 -0.189 0.445
C 0.732129 -0.298573 0.737568 0.316 -1.574 -1.040 -0.681
H 1.833267 1.310641 1.318689 0.339 1.203 1.442 0.410
C -0.333189 -0.048265 -1.489285 2.597 -0.512 -3.612 -0.258
H 0.414413 -0.637204 1.702383 -0.802 0.476 0.522 0.543
H 3.008113 -0.040834 1.057730 -1.913 -0.077 0.563 0.378
H 1.222075 -0.308542 -3.363433 -0.761 -0.707 -1.173 0.412
H -1.567223 0.790379 1.710765 0.192 -0.976 -2.412 0.348
H -2.247703 -1.364646 -0.686064 0.189 0.825 1.764 0.303
N 2.340364 0.942327 -0.546201 -1.030 -0.161 -2.815 -0.464
N -0.247313 0.503055 -0.100278 -0.503 -0.459 0.113 0.120
C 2.001847 0.421301 0.791304 2.968 0.192 -0.779 -0.701
H -3.146810 -0.878112 0.871831 0.334 -0.748 -0.492 0.393
```
Positions in Å, forces in eV/Å.

Here is a gas-phase ion, C4H10N4O2 (charge +2) at a distorted geometry from OMol25. Energies are from ωB97M-V with the def2-TZVPD basis set.

## Properties
net charge: +2
2S+1: 1
energy above the lowest of the compared OMol25 structures with the same formula, charge and spin: 1.288 eV
LUMO: -9.0 eV
E_HOMO: -18.18 eV

```
20
Properties=species:S:1:pos:R:3:forces:R:3:mulliken_charge:R:1
C -0.031383 -2.141296 0.468320 0.173 -1.518 -0.536 -0.048
N 0.232173 1.307641 1.196090 -3.872 -3.628 1.869 -0.347
H 3.040612 -0.218287 -0.685914 -0.533 1.040 -0.430 0.259
O -2.509215 0.922646 0.028328 -0.391 0.077 0.832 -0.314
H -2.293677 -0.668201 -2.062031 -0.438 0.298 0.481 0.429
H -1.383164 -0.974421 1.358209 -0.187 2.144 0.790 0.276
N 2.220104 0.413361 -0.770867 -0.539 0.110 -0.580 -0.328
H 2.302852 1.294996 -1.371137 -0.124 -1.728 1.408 0.314
C -0.126820 0.879204 -0.106893 2.629 1.451 -1.320 0.040
O -1.516526 -0.387257 -1.542201 1.169 0.636 0.550 -0.319
C -1.495631 0.418682 -0.533324 -1.069 -0.943 -1.201 -0.113
C 1.060660 -0.095196 -0.341490 1.007 -0.815 -0.595 0.521
H 1.941641 -1.833371 0.200111 1.183 -0.712 -0.228 0.241
H 0.078316 1.784415 -0.771121 -0.450 -1.113 0.197 0.564
H 0.101838 -3.193635 0.242803 0.200 -0.249 -0.010 0.410
N -1.107299 -1.808672 0.954577 -1.270 -1.638 0.220 -0.433
N 1.065217 -1.411591 0.028170 -0.569 3.352 -0.076 -0.155
H 0.768255 2.112233 1.374160 0.230 1.118 0.274 0.228
H -0.338178 0.780725 1.953123 1.956 1.966 -1.215 0.298
H -3.443065 0.583895 -0.067906 0.895 0.151 -0.430 0.476
```
Positions in Å, forces in eV/Å.

The lowest net charge belongs to which entry?
C7H11N2